Record 1
{
  "formula": "C24H39As3F5NO9P2W",
  "method": "ωB97M-V/def2-TZVPD",
  "species": ["W", "C", "C", "O", "P", "O", "O", "O", "P", "O", "O", "O", "H", "H", "H", "H", "H", "H", "H", "C", "As", "C", "C", "C", "C", "C", "As", "C", "C", "C", "As", "C", "C", "H", "H", "H", "H", "H", "H", "H", "H", "H", "H", "H", "H", "H", "H", "H", "H", "H", "H", "H", "H", "H", "H", "H", "H", "H", "H", "H", "O", "N", "C", "C", "C", "C", "C", "H", "H", "H", "H", "H", "F", "C", "C", "F", "C", "F", "C", "O", "C", "F", "C", "F"],
  "coordinates": [[0.73906, 0.35253, 0.36462], [5.01029, -2.27551, 1.34352], [4.22228, -1.05950, 1.81566], [4.87658, -0.38383, 2.88653], [2.60436, -1.51645, 2.52384], [2.13662, -2.89401, 1.89970], [2.87989, -1.94323, 4.01883], [1.51438, -0.48750, 2.39064], [3.75905, 0.03193, 0.40585], [3.22957, 1.27541, 1.28594], [4.83183, 0.41196, -0.51607], [2.51001, -0.74872, -0.07862], [5.20911, -2.95932, 2.17106], [5.96366, -1.93463, 0.93775], [4.48622, -2.79987, 0.54397], [5.73213, -0.05919, 2.57990], [2.65020, -3.65686, 2.20039], [3.35268, -1.27853, 4.54360], [3.58204, 2.12862, 1.00209], [-0.70482, 1.38701, -2.97941], [-0.59171, -0.31521, -2.01360], [-0.28941, -1.41717, -3.57596], [-2.51857, -0.33556, -1.66925], [-3.20098, -1.55475, -1.03193], [-2.93694, -2.79034, -1.90261], [-2.76952, -1.85745, 0.40025], [-0.88663, -1.92964, 0.89491], [-0.35907, -3.72384, 0.23305], [-1.08476, -2.29500, 2.77911], [-4.72334, -1.30199, -1.03001], [-5.68087, 0.08355, 0.04485], [-4.33405, 1.43580, 0.53355], [-5.72302, -0.83038, 1.79130], [-1.45681, 1.26910, -3.75955], [0.25130, 1.62579, -3.43642], [-0.99978, 2.20199, -2.32506], [-1.21617, -1.36802, -4.14556], [-0.03977, -2.45618, -3.37203], [0.53113, -0.97976, -4.13608], [-2.96852, -0.18175, -2.65455], [-2.68765, 0.56431, -1.08508], [-1.86978, -3.01627, -1.97886], [-3.31648, -2.64118, -2.91602], [-3.43145, -3.67152, -1.48962], [-3.17588, -2.83333, 0.67980], [-3.15948, -1.11560, 1.09004], [-1.28048, -4.30428, 0.24443], [0.37109, -4.12944, 0.92302], [0.05512, -3.69079, -0.77151], [-1.93025, -2.97327, 2.89111], [-1.28070, -1.35764, 3.28998], [-0.19040, -2.76187, 3.18271], [-5.23094, -2.22174, -0.71929], [-5.04101, -1.12491, -2.06093], [-4.14803, 2.10263, -0.30891], [-3.39312, 1.02972, 0.90450], [-4.79841, 2.02483, 1.32628], [-5.86776, -1.90080, 1.64531], [-6.57227, -0.44967, 2.35604], [-4.81678, -0.66671, 2.37468], [-1.00116, 0.11125, 1.21342], [0.35569, 2.34054, 1.28682], [-0.44946, 3.17081, 0.62025], [-1.13498, 4.19640, 1.23771], [-0.99731, 4.34889, 2.60841], [-0.18570, 3.47020, 3.30585], [0.46153, 2.46350, 2.61305], [-0.50271, 3.01569, -0.44651], [-1.76388, 4.85264, 0.65359], [-1.51522, 5.14593, 3.12592], [-0.05988, 3.54718, 4.37622], [1.09337, 1.74016, 3.10907], [5.02420, 3.40182, -4.77567], [4.19237, 2.95606, -3.83917], [3.79536, 1.63051, -3.82983], [4.25400, 0.79150, -4.75506], [2.92472, 1.17666, -2.86132], [2.58012, -0.11995, -2.85921], [2.41020, 2.01663, -1.87547], [1.60842, 1.61017, -0.90986], [2.84404, 3.34049, -1.90071], [2.42416, 4.16760, -0.92965], [3.71571, 3.81094, -2.86273], [4.10345, 5.08240, -2.84700]],
  "lumo_ha": [-0.110, -0.155],
  "de_lowest_kcal_mol": 30.2,
  "homo_lumo_gap_ev": [6.9, 6.5],
  "multiplicity": 4,
  "e_homo_ev": [-9.843, -10.745],
  "total_charge": 1
}



Record 2
{
  "formula": "C32H80N2O15S7",
  "method": "ωB97M-V/def2-TZVPD",
  "species": ["C", "S", "O", "C", "H", "H", "H", "H", "H", "H", "C", "S", "O", "C", "H", "H", "H", "H", "H", "H", "C", "S", "O", "C", "H", "H", "H", "H", "H", "H", "C", "S", "O", "C", "H", "H", "H", "H", "H", "H", "C", "S", "O", "C", "H", "H", "H", "H", "H", "H", "C", "S", "O", "C", "H", "H", "H", "H", "H", "H", "C", "S", "O", "C", "H", "H", "H", "H", "H", "H", "C", "O", "N", "C", "C", "H", "H", "H", "H", "H", "H", "H", "C", "O", "N", "C", "C", "H", "H", "H", "H", "H", "H", "H", "O", "C", "O", "C", "C", "C", "H", "H", "H", "H", "H", "H", "H", "H", "O", "C", "O", "C", "C", "C", "H", "H", "H", "H", "H", "H", "H", "H", "O", "C", "O", "C", "C", "C", "H", "H", "H", "H", "H", "H", "H", "H"],
  "coordinates": [[-15.33812, 25.60543, 12.61849], [-14.68355, 23.91411, 12.58653], [-15.67982, 22.97340, 13.21629], [-14.75120, 23.57558, 10.84097], [-14.73392, 26.17090, 13.32813], [-16.35083, 25.60262, 13.01630], [-15.19329, 25.95136, 11.59966], [-14.22575, 24.35824, 10.29634], [-15.78736, 23.40424, 10.54840], [-14.21699, 22.63610, 10.69791], [-10.58138, 24.62998, 13.25551], [-10.87742, 26.40498, 12.95021], [-11.99429, 26.76572, 13.86384], [-9.36876, 27.20660, 13.62395], [-9.54637, 24.30243, 13.12957], [-11.13575, 24.08255, 12.49683], [-10.84414, 24.41169, 14.28573], [-9.51036, 28.11088, 14.20880], [-8.71782, 27.52296, 12.80384], [-8.80102, 26.45099, 14.16845], [-13.09318, 23.67106, 15.99120], [-12.80639, 22.76899, 17.55940], [-13.90962, 23.29414, 18.45476], [-13.49140, 21.16348, 16.98633], [-12.35766, 23.27243, 15.29294], [-13.00433, 24.74336, 16.14690], [-14.10244, 23.45384, 15.63819], [-12.86317, 20.84158, 16.15322], [-14.53085, 21.34968, 16.72875], [-13.41569, 20.43490, 17.79228], [-11.96588, 25.61487, 23.11340], [-12.32063, 26.37887, 21.49502], [-10.99594, 27.01098, 21.13892], [-12.44505, 24.76164, 20.65939], [-12.16801, 26.31302, 23.93179], [-10.97880, 25.18449, 23.26172], [-12.71368, 24.85092, 23.35395], [-11.49824, 24.24360, 20.53451], [-13.11654, 24.79613, 19.80295], [-13.09136, 24.10444, 21.25442], [-15.72744, 21.29102, 20.03974], [-15.57209, 22.22317, 21.59209], [-16.92755, 22.64820, 22.03224], [-15.00699, 20.76960, 22.55408], [-14.70713, 21.07000, 19.74153], [-16.19191, 22.00151, 19.35438], [-16.42740, 20.46162, 20.08069], [-14.04399, 20.40460, 22.18652], [-15.67753, 19.91069, 22.54195], [-14.83088, 21.08041, 23.58476], [-9.05928, 21.56501, 17.02276], [-8.29052, 22.42923, 15.63074], [-8.53236, 23.91366, 15.76516], [-6.54047, 22.12900, 15.94517], [-8.74984, 20.51612, 16.98687], [-10.13070, 21.45776, 16.85449], [-8.83130, 22.06859, 17.95909], [-6.33325, 21.11039, 16.27804], [-6.19276, 22.80544, 16.72705], [-5.98838, 22.28138, 15.02144], [-18.42944, 18.73896, 18.43796], [-17.31746, 18.50348, 17.00682], [-16.10026, 19.30146, 17.40686], [-16.87501, 16.79855, 17.41164], [-19.27954, 18.05862, 18.38633], [-18.82777, 19.74902, 18.37427], [-17.80618, 18.56528, 19.30927], [-16.28505, 16.81568, 18.32071], [-16.49694, 16.27976, 16.53827], [-17.79778, 16.30207, 17.73234], [-18.27568, 26.81091, 17.68471], [-18.52644, 27.81718, 17.06750], [-17.08950, 26.14509, 17.66300], [-16.94166, 24.74625, 18.04561], [-16.01576, 26.67804, 16.83603], [-18.96897, 26.34369, 18.40365], [-16.22210, 24.24158, 17.40729], [-17.92970, 24.28307, 17.99869], [-16.59924, 24.58864, 19.07223], [-15.92979, 26.28069, 15.82196], [-16.20907, 27.74033, 16.67876], [-15.06636, 26.61984, 17.36666], [-10.75767, 20.49564, 12.27011], [-10.42212, 21.53434, 12.80854], [-11.25820, 19.41583, 12.94965], [-11.66969, 18.23787, 12.20504], [-10.93224, 19.30760, 14.37403], [-10.82946, 20.30280, 11.18505], [-10.78161, 17.64853, 11.95004], [-12.30308, 18.55560, 11.38212], [-12.28336, 17.58520, 12.82731], [-10.64167, 20.27070, 14.76965], [-11.78097, 18.86767, 14.89719], [-10.09452, 18.59947, 14.40466], [-13.16530, 18.56758, 19.95624], [-13.95756, 17.66870, 19.79792], [-13.82052, 16.70952, 18.88016], [-12.62388, 16.59422, 18.12941], [-12.46366, 17.64895, 17.05259], [-15.18886, 17.56514, 20.60793], [-12.60415, 15.57372, 17.75282], [-11.75650, 16.65381, 18.79266], [-13.34804, 17.89644, 16.45994], [-11.55357, 17.56598, 16.46096], [-12.33726, 18.62928, 17.53529], [-14.94126, 17.41082, 21.66254], [-15.75457, 16.64754, 20.40370], [-15.98127, 18.30648, 20.63093], [-13.75499, 17.32472, 13.03584], [-14.82550, 17.05159, 13.52617], [-15.48661, 17.83985, 14.36265], [-15.04840, 19.17496, 14.47492], [-15.38988, 20.01594, 13.22215], [-15.44380, 15.71679, 13.28257], [-13.98019, 19.25688, 14.68036], [-15.56567, 19.78403, 15.21114], [-16.38123, 19.73657, 12.86181], [-14.66255, 19.75686, 12.44674], [-15.35594, 21.08803, 13.40455], [-16.40219, 15.68893, 13.80198], [-14.81571, 14.87688, 13.58948], [-15.51742, 15.44762, 12.22835], [-11.85950, 29.26518, 17.38264], [-10.72147, 29.26726, 17.77687], [-9.81133, 28.32530, 17.43726], [-10.30201, 27.15170, 16.81472], [-10.94402, 26.15341, 17.77757], [-10.20515, 30.17356, 18.83100], [-9.40425, 26.62705, 16.47404], [-10.85004, 27.38645, 15.90333], [-10.28657, 26.11507, 18.65085], [-11.05909, 25.20602, 17.26344], [-11.83857, 26.56746, 18.24979], [-9.15010, 30.33490, 18.59558], [-10.20544, 29.65166, 19.79565], [-10.82247, 31.03224, 19.07308]],
  "lumo_ha": 0.002,
  "de_lowest_kcal_mol": 0.0,
  "homo_lumo_gap_ev": 8.5,
  "e_homo_ev": -8.403
}